No. 1
Density functional theory data (ωB97M-V/def2-TZVPD) for a molecular structure, C5H9NO.

Each line ends with the Löwdin charge.
Positions of all 16 atoms, in Å:
C1 -0.68767 0.29367 -1.33895  -0.016
C2 -0.13671 -0.62485 -0.23707  -0.517
O1 -0.55973 -1.96108 -0.39564  0.008
C3 1.34354 -0.41133 0.23287  -0.073
N1 0.88285 0.06020 1.63011  0.044
C4 -0.06503 1.27395 1.17997  -0.077
C5 -0.47813 -0.11850 1.12262  -0.293
H1 -0.64249 1.37905 -1.16435  0.073
H2 -1.74965 0.06569 -1.45392  0.090
H3 -0.13171 0.12703 -2.25890  0.081
H4 -0.05168 -2.38729 -1.09727  0.102
H5 1.89077 0.35859 -0.31368  0.107
H6 1.97353 -1.32123 0.23503  0.123
H7 0.44968 1.78428 0.38072  0.081
H8 -0.81011 1.93684 1.64679  0.114
H9 -1.22746 -0.45503 1.83167  0.153

Cartesian forces, eV/Å:
C -0.049 -0.249 -0.359
C 0.003 0.301 -0.071
O 0.353 -0.158 -0.224
C 0.065 0.393 -0.129
N -0.331 0.825 -0.008
C 0.620 0.003 0.293
C -0.759 0.011 -0.136
H 0.213 -0.637 0.185
H 0.094 -0.193 -0.303
H -0.223 -0.207 -0.352
H -0.090 0.107 0.036
H 0.039 0.036 -0.013
H -0.553 0.374 0.473
H -0.441 -0.219 -0.321
H 1.345 -0.276 1.331
H -0.285 -0.112 -0.401

As for the largest force on an atom: 0.037 Eh/bohr. The highest occupied orbital energy comes out at -9.02 eV. Its calculated total energy is -8865.113 eV. The value obtained for the HOMO-LUMO gap is 9.853 eV. The value obtained for the LUMO energy is 0.0305 Ha.


No. 2
Density functional theory data (ωB97M-V/def2-TZVPD) for a molecular structure, C27H20F5N8OPtS2Se.

Each line ends with the Löwdin charge.
Positions of all 65 atoms, in Å:
Pt1 0.04359 0.39134 0.39842  0.855
Se1 0.37667 5.77662 6.02802  1.277
N1 0.41389 5.85280 4.27139  -0.205
C1 0.32972 4.63091 3.81474  -0.331
C2 0.32265 4.29168 2.40883  -0.055
C3 0.41964 5.24111 1.38568  0.068
C4 0.39510 4.82172 0.07194  0.009
C5 0.27152 3.46412 -0.19994  -0.088
N2 0.18555 2.55888 0.76759  -0.034
C6 0.21333 2.94070 2.05758  -0.138
C7 0.12999 1.90421 3.06912  -0.143
N3 0.05127 0.63518 2.63742  -0.066
C8 -0.02314 -0.35843 3.51254  -0.121
C9 -0.02918 -0.13727 4.88480  0.007
C10 0.05056 1.15780 5.35439  0.066
C11 0.13631 2.21001 4.43716  -0.054
C12 0.23284 3.60031 4.82096  -0.332
N4 0.24280 4.02687 6.05664  -0.209
H1 0.51268 6.28752 1.64688  0.141
H2 0.46927 5.52851 -0.74190  0.131
H3 0.23916 3.10657 -1.22080  0.116
H4 -0.07161 -1.36442 3.11331  0.105
H5 -0.09135 -0.97426 5.56579  0.129
H6 0.05442 1.38010 6.41364  0.141
F1 2.71544 -6.26300 0.72358  0.238
C13 2.64709 -4.97137 0.68490  -0.088
C14 1.39602 -4.34021 0.63905  -0.122
F2 0.28014 -5.05088 0.62355  0.161
C15 1.32576 -2.97399 0.62198  -0.219
F3 0.10192 -2.42143 0.62120  0.024
C16 2.47237 -2.15535 0.63585  -0.484
S1 2.45549 -0.44552 0.63585  0.888
C17 3.72257 -2.82295 0.67422  -0.219
F4 4.81860 -2.11182 0.68697  0.162
C18 3.81094 -4.20096 0.69915  -0.117
F5 4.98134 -4.78582 0.74161  0.202
N5 -0.00878 -0.13317 -1.72381  0.036
C19 0.18652 -0.15270 -2.87226  -0.218
N6 0.40140 -0.21572 -4.14250  -0.064
C20 1.71419 0.13088 -4.72385  -0.069
C21 1.54878 1.38389 -5.58880  -0.165
O1 0.52989 1.19060 -6.54097  -0.096
C22 -0.72732 0.94598 -5.96493  -0.170
C23 -0.68166 -0.34031 -5.13222  -0.078
H7 2.04082 -0.69814 -5.35313  0.144
H8 2.44317 0.29387 -3.93219  0.136
H9 2.46781 1.57828 -6.13680  0.145
H10 1.31919 2.24570 -4.94597  0.132
H11 -1.43875 0.84051 -6.78114  0.144
H12 -1.03120 1.78416 -5.32089  0.134
H13 -0.45289 -1.18267 -5.78649  0.144
H14 -1.63465 -0.51761 -4.63495  0.122
C24 -3.25500 -2.91699 1.88134  0.025
N7 -3.23599 -2.58425 0.46254  -0.083
C25 -3.58482 -3.41614 -0.55755  0.041
C26 -3.47950 -2.71145 -1.72408  0.025
N8 -3.04211 -1.46841 -1.38855  0.111
C27 -2.89148 -1.37849 -0.04759  -0.711
S2 -2.47608 0.01402 0.83469  0.836
H15 -3.27337 -3.99637 1.99993  0.116
H16 -4.13880 -2.49107 2.35548  0.121
H17 -2.37138 -2.50967 2.36301  0.076
H18 -3.90737 -4.43161 -0.39598  0.160
H19 -3.69027 -3.01348 -2.73602  0.151
H20 -2.93368 -0.67892 -2.00846  0.163

Cartesian forces, eV/Å:
Pt 0.252 0.227 0.183
Se 0.018 0.226 0.154
N 0.032 0.250 -0.409
C -0.037 -0.254 0.562
C -0.024 -0.242 -0.348
C -0.006 -0.056 0.022
C -0.012 -0.001 0.091
C 0.007 0.187 -0.141
N 0.076 -0.546 -0.264
C 0.043 0.467 0.049
C -0.005 -0.076 0.386
N -0.028 -0.135 -0.513
C 0.004 -0.100 0.151
C 0.007 0.050 0.038
C 0.018 0.023 -0.090
C -0.024 -0.284 -0.223
C 0.054 0.615 -0.280
N -0.043 -0.524 0.271
H -0.003 0.004 -0.007
H -0.009 -0.018 -0.016
H 0.009 -0.080 0.033
H -0.003 0.028 -0.048
H 0.006 -0.007 -0.014
H -0.006 -0.002 0.006
F 0.003 -0.213 -0.025
C 0.116 0.255 0.012
C -0.267 0.295 -0.019
F 0.097 -0.106 0.024
C -0.111 -0.287 0.037
F -0.047 0.102 -0.045
C -0.136 0.675 0.023
S -0.381 -0.366 -0.047
C -0.006 -0.233 -0.002
F 0.144 0.067 0.005
C 0.088 0.126 0.009
F 0.065 -0.095 -0.004
N 0.121 0.153 0.305
C -0.042 0.014 -0.090
N 0.052 -0.109 0.223
C 0.323 0.334 -0.356
C -0.105 -0.187 0.264
O 0.060 0.003 -0.136
C 0.056 -0.165 0.272
C -0.281 0.295 -0.438
H -0.063 -0.086 0.103
H -0.039 -0.046 0.047
H 0.011 0.029 0.016
H 0.008 0.024 -0.059
H -0.029 0.010 0.021
H -0.008 0.024 -0.068
H 0.041 -0.063 0.111
H 0.047 -0.019 0.068
C -0.098 -0.044 0.441
N -0.042 -0.102 -0.385
C -0.073 -0.064 0.308
C 0.082 0.253 -0.211
N -0.077 -0.338 -0.061
C -0.063 0.653 0.304
S 0.079 -0.517 -0.018
H 0.020 -0.003 -0.101
H -0.016 0.008 -0.096
H 0.049 -0.027 -0.049
H 0.052 -0.005 0.029
H -0.023 0.023 0.003
H 0.072 -0.022 -0.007

As for the largest force on an atom: 0.014 Eh/bohr. The highest occupied orbital energy (alpha / beta) comes out at -15.93 / -15.91 eV. The spin multiplicity is 5. Its calculated total energy is -146114.392 eV. The value obtained for the HOMO-LUMO gap (alpha / beta) is 7.753 / 3.883 eV. The value obtained for the LUMO energy (alpha / beta) is -0.3003 / -0.4421 Ha. As for the charge: +3. The expectation value of S² is 6.050.


No. 3
Density functional theory data (ωB97M-V/def2-TZVPD) for a single C20H25NO2 molecule.

Each line ends with the Löwdin charge.
Positions of all 48 atoms, in Å:
C1 6.64536 0.46608 1.14379  -0.081
O1 5.62944 1.39675 0.85141  -0.074
C2 4.49663 1.02424 0.18341  -0.201
C3 3.70426 2.09281 -0.22544  0.001
C4 2.51540 1.90322 -0.90054  -0.047
C5 2.08636 0.62039 -1.20010  -0.254
C6 0.77635 0.38020 -1.88881  -0.131
C7 -0.38626 0.31818 -0.87992  -0.189
N1 -0.25568 -0.83876 -0.00804  -0.219
C8 0.18770 -0.50561 1.32726  -0.089
C9 -1.39941 -1.74073 -0.04724  -0.201
C10 -2.68428 -1.12052 0.41646  -0.079
C11 -3.72042 -0.88027 -0.38423  -0.066
C12 -4.97495 -0.23398 -0.02374  -0.226
C13 -5.18283 0.39340 1.20571  -0.036
C14 -6.39105 0.99574 1.49687  -0.086
C15 -7.42036 0.98735 0.56948  -0.095
C16 -7.22929 0.37269 -0.65663  -0.088
C17 -6.02028 -0.22777 -0.94954  -0.046
C18 2.86990 -0.45246 -0.79718  0.009
C19 4.05995 -0.28206 -0.10232  -0.182
O2 4.82829 -1.34003 0.32836  -0.117
C20 4.38891 -2.64510 0.05285  -0.082
H1 7.46078 1.05826 1.56016  0.092
H2 6.32134 -0.27372 1.87874  0.091
H3 6.99308 -0.04817 0.24491  0.096
H4 4.05675 3.08464 0.01004  0.119
H5 1.92547 2.75718 -1.19812  0.113
H6 0.80750 -0.56370 -2.43406  0.115
H7 0.57436 1.18735 -2.59543  0.113
H8 -1.32565 0.25872 -1.43695  0.111
H9 -0.40646 1.24794 -0.29826  0.125
H10 0.32408 -1.42428 1.89771  0.086
H11 -0.50987 0.14642 1.87441  0.083
H12 1.14700 0.00556 1.25929  0.077
H13 -1.15477 -2.60164 0.58411  0.118
H14 -1.50482 -2.09356 -1.07767  0.120
H15 -2.70614 -0.82718 1.45611  0.100
H16 -3.66354 -1.20994 -1.41628  0.111
H17 -4.39066 0.41834 1.93832  0.103
H18 -6.53224 1.47806 2.45352  0.102
H19 -8.36371 1.45969 0.80045  0.099
H20 -8.02545 0.36389 -1.38709  0.101
H21 -5.87824 -0.70521 -1.90930  0.108
H22 2.51410 -1.44487 -1.01960  0.108
H23 4.33255 -2.83488 -1.02416  0.098
H24 5.13875 -3.30146 0.49334  0.095
H25 3.41535 -2.84929 0.51021  0.095

Cartesian forces, eV/Å:
C 0.412 -0.210 0.155
O -0.389 0.062 -0.072
C -0.032 0.132 -0.020
C 0.137 -0.199 0.110
C 0.002 -0.126 -0.006
C 0.076 -0.011 -0.140
C -0.253 0.151 0.286
C 0.215 -0.091 -0.401
N 0.007 -0.067 0.029
C 0.029 0.025 0.025
C 0.011 -0.030 -0.048
C -0.025 -0.037 -0.243
C 0.428 -0.250 0.122
C -0.496 0.232 0.064
C 0.046 -0.052 -0.085
C -0.010 0.024 0.091
C -0.087 0.010 -0.050
C -0.157 0.069 0.013
C 0.194 -0.041 0.086
C 0.059 -0.014 -0.020
C 0.185 -0.076 0.105
O -0.059 0.536 0.002
C -0.057 -0.214 -0.042
H -0.032 -0.060 -0.035
H 0.064 0.072 -0.077
H -0.009 0.025 0.064
H 0.070 0.111 0.030
H -0.072 0.111 -0.053
H -0.043 0.006 -0.076
H 0.028 0.001 -0.098
H 0.000 0.056 0.082
H -0.090 -0.008 -0.028
H 0.046 -0.018 0.084
H -0.006 0.014 0.030
H 0.018 0.022 0.123
H -0.010 -0.011 -0.102
H -0.077 -0.076 0.064
H -0.111 0.087 0.168
H 0.091 -0.045 -0.107
H 0.085 0.010 0.068
H -0.002 0.032 0.064
H -0.069 0.036 0.014
H -0.052 -0.003 -0.050
H 0.037 -0.044 -0.078
H -0.009 -0.140 -0.006
H -0.027 0.006 0.046
H -0.087 -0.009 -0.049
H 0.021 0.002 -0.039

Its SMILES is COc1ccc(CCN(C)C/C=C/c2ccccc2)cc1OC. As for the largest force on an atom: 0.011 Eh/bohr. The highest occupied orbital energy comes out at -7.78 eV. Its calculated total energy is -26729.108 eV. The value obtained for the HOMO-LUMO gap is 8.524 eV. The value obtained for the LUMO energy is 0.0273 Ha.


No. 4
Density functional theory data (ωB97M-V/def2-TZVPD) for a single C9H7Cl2NO molecule.

Each line ends with the Löwdin charge.
Positions of all 20 atoms, in Å:
C1 0.42552 2.22687 2.14750  -0.089
C2 1.23558 1.68440 1.12465  -0.014
C3 -0.88310 1.75965 2.36780  -0.117
C4 -0.56658 0.25578 0.57184  0.040
C5 0.72391 0.62009 0.28273  -0.275
C6 -1.35688 0.72012 1.56022  -0.719
C7 1.20095 -1.20761 -1.30961  -0.545
C8 -0.11743 -1.82696 -1.15845  -0.627
C9 -0.95646 -1.78363 -2.40382  -0.107
N1 1.50146 -0.02546 -0.61693  0.134
O1 1.91401 -1.62630 -2.16190  0.114
Cl1 -2.91646 0.02539 1.78296  0.679
Cl2 -0.28117 -3.09065 0.01368  0.696
H1 0.70415 3.17241 2.64135  0.109
H2 2.32778 1.82673 1.05294  0.110
H3 -1.62359 2.18042 3.12105  0.126
H4 -0.48366 -1.08817 -3.12407  0.089
H5 -1.97740 -1.36347 -2.12528  0.093
H6 -1.29010 -2.82541 -2.85837  0.123
H7 2.41947 0.36579 -0.90830  0.179

Cartesian forces, eV/Å:
C -0.489 0.572 -0.841
C -0.173 -1.534 -0.221
C -0.762 0.322 0.466
C 0.515 -1.219 -1.536
C -0.448 2.004 2.834
C 0.244 0.427 0.425
C -0.690 1.778 1.166
C -1.279 0.077 0.755
C -2.255 -0.971 0.030
N 1.871 -1.119 -1.804
O 1.816 -0.619 -1.275
Cl -0.381 -0.028 0.136
Cl 0.015 0.342 -0.499
H 0.270 -0.892 0.041
H -0.718 0.609 0.078
H 1.398 -0.372 -0.960
H -0.362 -0.725 0.181
H 1.174 -0.239 -0.297
H 1.336 1.939 0.803
H -1.081 -0.354 0.518

As for the largest force on an atom: 0.068 Eh/bohr. The highest occupied orbital energy (alpha / beta) comes out at -8.38 / -8.76 eV. Its calculated total energy is -38025.245 eV. The value obtained for the HOMO-LUMO gap (alpha / beta) is 7.637 / 8.467 eV. The value obtained for the LUMO energy (alpha / beta) is -0.0275 / -0.0109 Ha.


Look up the largest force on an atom of the fourth one. 0.068 Eh/bohr